DFT (ωB97M-V/def2-TZVPD) results for a cluster of 6 separate species, C34H54F15O10 in total in a non-equilibrium geometry.

Results
Strongest force on any atom ... 3.59 eV/Å
M ... 907.77 g/mol
Highest occupied orbital energy ... -0.0301 hartree
HOMO-LUMO gap ... 0.083 Eh
LUMO level ... 1.4 eV

```
! wB97M-V def2-TZVPD RIJCOSX def2/J DEFGRID3
* xyz -1 1
H 5.197 3.826 -0.239
F 2.334 -3.708 1.258
H -4.438 -4.476 -5.468
H 2.291 1.987 2.169
C 2.027 4.240 2.694
H -1.920 -3.622 -7.027
H 6.272 4.344 2.669
H 5.808 2.156 0.444
O 2.765 -2.543 3.692
C 9.556 1.166 2.521
H 0.342 2.904 0.680
H -8.997 -3.462 -0.606
H 1.546 -3.962 5.694
F -2.504 0.389 -2.709
H -3.374 -5.554 -6.368
H -0.834 0.832 3.012
C 1.461 2.682 2.655
F -0.794 0.575 -1.368
H 4.935 3.004 2.666
C -10.235 -2.643 -5.861
F -7.344 -3.895 2.190
C -0.447 1.017 1.906
O -4.686 -2.047 0.656
C -8.859 -2.295 -2.421
H -3.221 4.330 -4.487
F 0.280 -2.986 1.149
F -1.641 -3.152 -1.613
H 10.276 0.456 4.640
C -0.899 2.115 -3.204
O -11.259 -2.330 -3.655
F -9.804 -1.514 -6.494
C 1.489 -2.540 3.187
C -5.475 -2.451 1.702
C 4.341 5.121 1.739
H 2.807 3.812 0.488
H 7.722 4.608 1.040
H 0.442 0.261 1.682
C 5.389 3.881 2.034
O 0.007 2.415 -3.978
C 5.897 3.317 0.570
H -1.280 0.801 1.110
H 1.181 2.353 3.754
O -5.242 -2.178 2.878
F -2.051 -5.282 -1.835
C -1.592 4.390 -3.069
F -0.434 -4.357 -2.970
H -3.798 -0.482 1.724
H 9.733 3.500 2.105
H 2.745 -3.523 6.926
H -9.502 -1.474 -2.083
C -6.683 -3.236 1.197
O -2.515 -4.757 -4.695
H 4.295 5.781 2.710
H -2.178 -2.929 0.781
H -2.695 -2.652 2.438
H -1.645 4.045 -5.211
C -2.170 4.633 -4.452
H 9.561 2.754 5.970
C 2.827 4.644 1.318
H 2.298 5.601 0.849
H -8.522 -4.396 -2.046
C -1.710 -4.159 -2.529
H 3.918 -2.056 5.306
C 2.883 -2.355 5.111
C -10.253 -2.480 -4.344
H 2.760 4.389 3.608
C 0.050 2.586 1.767
H 10.634 0.919 2.119
F -11.462 -2.925 -6.382
C -2.412 -2.147 1.510
C -2.686 -3.867 -3.665
C 8.555 2.583 0.372
H 10.449 3.354 4.339
C 2.582 -3.646 5.851
C -1.179 0.714 -2.669
H -2.124 5.009 -2.339
H 1.102 4.954 2.861
F -6.347 -4.182 0.273
H -10.196 -3.901 -1.837
H -2.095 5.690 -4.723
F -7.604 -2.429 0.597
H 9.552 2.804 -0.207
H 3.220 -4.457 5.485
C -3.534 -1.261 1.000
H 7.929 2.837 2.549
C -2.958 -3.477 -6.713
H 4.781 5.708 0.815
C -3.406 -4.612 -5.811
H -7.825 -1.996 -2.225
C 8.962 2.613 1.994
O 0.483 -2.390 3.877
H -3.593 -3.415 -7.602
H -1.510 -1.557 1.700
H 8.407 0.770 4.455
C 9.573 2.730 4.800
O -3.540 -2.983 -3.663
H -0.533 4.668 -3.017
C 7.446 3.812 0.196
C 9.486 1.205 4.192
C -9.160 -3.585 -1.680
F 1.939 -1.574 1.038
O -1.779 3.023 -2.673
H 8.871 0.249 2.188
H 8.113 1.528 0.106
H 2.241 -1.535 5.448
F -9.408 -3.647 -6.273
C 1.508 -2.703 1.670
H -3.211 -0.754 0.085
H -3.000 -2.515 -6.192
O -8.977 -2.483 -3.839
F -0.529 -0.263 -3.364
H 7.506 4.351 -0.842
H -0.704 3.366 2.241
*
```

Löwdin population analysis, charges in e, atoms 1 to 8: number 1, H, carries 0.090; number 2, F, carries 0.145; number 3, H, carries 0.126; number 4, H, carries 0.118; number 5, C, carries -0.223; number 6, H, carries 0.084; number 7, H, carries 0.103; number 8, H, carries 0.104